# 1
Molecular formula: C4H6O2
Method: DFT, ωB97M-V/def2-TZVPD

Results
multiplicity = 1
HOMO-LUMO gap = 10.2 eV
HOMO = -0.34341 hartree

The geometry in XYZ format:
```
12
C4H6O2 (ωB97M-V/def2-TZVPD)
C 1.1733 -0.5494 0.6595
C 0.3515 -0.1804 -0.5533
O -0.3946 -1.2530 -1.0745
C -1.1859 -0.1119 -0.8932
C -1.1733 0.6846 0.3348
O -0.8583 1.8666 0.1986
H 1.3988 0.3426 1.2480
H 0.7085 -1.3147 1.2883
H 2.1199 -0.9564 0.2817
H 0.5643 0.8548 -0.9631
H -1.3695 0.4116 -1.8344
H -1.3346 0.2056 1.3075
```

# 2
Molecular formula: C4H6O2
Method: DFT, ωB97M-V/def2-TZVPD

Results
multiplicity = 1
HOMO-LUMO gap (spin up / spin down) = 8.2 / 8.2 eV
HOMO (spin up / spin down) = -0.28265 / -0.28270 hartree

The geometry in XYZ format:
```
12
C4H6O2 (ωB97M-V/def2-TZVPD)
C -1.0609 -0.9970 -0.0541
C -0.0650 0.0188 0.4074
C -0.4531 1.4594 0.6392
O -0.1577 0.5799 1.7074
C 1.2245 0.2242 -0.1021
O 1.5646 -0.1009 -1.3518
H -0.8112 -2.0104 0.2665
H -2.0502 -0.7588 0.3329
H -1.2142 -1.0413 -1.1370
H 0.3051 2.2657 0.5978
H 0.6836 -0.3373 -1.7294
H 2.0345 0.6977 0.4231
```

Q: Which relative energy (zero: lowest compared OMol25 entry of this formula, charge and spin) values were calculated for the entries above? A: 107.1 113.5, in kcal per mole.
Q: Which calculated total energy values were calculated for the entries above? A: -8335.8151 -8335.5376, in eV.
Q: Which strongest force on any atom values were calculated for the entries above? A: 2.36 1.68, in eV/Å.